# 1
Here is one molecule with the formula C11H13ClO2 at a distorted geometry from OMol25. Energies are from ωB97M-V/def2-TZVPD.

Properties
Charge ... 0
Lowest unoccupied orbital energy ... 0.9 eV
Maximum force ... 2.60 eV Å⁻¹
SMILES ... ClCCC[C@H]1COc2ccccc2O1
Orbital gap ... 9.535 eV

XYZ file:
```
27
Properties=species:S:1:pos:R:3:forces:R:3
Cl -0.5693 2.6980 -4.0888 0.068 -0.606 0.303
C 0.1304 1.6671 -2.7820 0.536 -0.339 1.186
C 0.4171 0.2057 -3.1772 -0.114 0.408 -1.134
C 1.0426 -0.6579 -2.0594 1.665 -0.560 -0.278
C 0.2388 -0.8137 -0.7716 -0.137 -0.850 -0.367
C 0.6419 -2.0039 0.1129 1.164 -0.604 -1.271
O -0.2582 -2.1325 1.1645 -0.278 0.342 1.648
C -0.4272 -0.9572 1.8885 -0.081 -1.593 0.057
C -0.9120 -0.9510 3.1926 -0.396 -0.055 0.430
C -1.1799 0.2588 3.8358 0.733 -0.472 -0.261
C -0.9080 1.4769 3.1854 -0.488 -0.778 0.887
C -0.4316 1.4344 1.9128 0.253 0.519 -0.576
C -0.1407 0.2198 1.2961 0.026 2.359 -1.099
O 0.3694 0.3482 0.0280 0.054 -0.030 -0.286
H -0.5694 1.6102 -1.9162 0.479 0.678 -0.707
H 1.0827 2.1792 -2.4994 -0.909 -0.422 0.020
H 1.1565 0.2455 -4.0095 -0.588 -0.247 0.354
H -0.5414 -0.2069 -3.5871 0.843 0.017 0.413
H 2.0618 -0.2098 -1.7951 -1.254 -0.542 -0.236
H 1.2938 -1.7044 -2.4993 -0.600 1.665 0.751
H -0.8184 -0.9507 -1.0498 0.002 0.033 0.162
H 0.5785 -2.9909 -0.4056 0.168 0.910 0.066
H 1.7167 -1.8484 0.4419 -1.079 -0.144 -0.056
H -1.0852 -1.9005 3.7135 0.032 0.391 -0.339
H -1.4954 0.1878 4.8652 -0.183 0.315 0.057
H -1.0694 2.4316 3.6573 -0.186 0.047 0.172
H -0.3242 2.3646 1.3467 0.271 -0.441 0.103
```
Positions in Å, forces in eV/Å.

So, what does the natural (NBO) scheme give us? The charges, in e, come out as: number 1, Cl, carries -0.077; number 2, C, carries -0.364; number 3, C, carries -0.418; number 4, C, carries -0.416; number 5, C, carries 0.054; number 6, C, carries -0.084; number 7, O, carries -0.484; number 8, C, carries 0.212; number 9, C, carries -0.233; number 10, C, carries -0.217; number 11, C, carries -0.222; number 12, C, carries -0.217; number 13, C, carries 0.213; number 14, O, carries -0.497; number 15, H, carries 0.219; number 16, H, carries 0.214; number 17, H, carries 0.215; number 18, H, carries 0.212; number 19, H, carries 0.219; number 20, H, carries 0.227; number 21, H, carries 0.177; number 22, H, carries 0.203; number 23, H, carries 0.177; number 24, H, carries 0.228; number 25, H, carries 0.216; number 26, H, carries 0.218; number 27, H, carries 0.225


# 2
Here is C11H13ClPd as an isolated structure at a distorted geometry from OMol25. Energies are from ωB97M-V/def2-TZVPD.

Properties
Charge ... 0
Lowest unoccupied orbital energy (alpha / beta) ... 0.7 / -1.8 eV
Maximum force ... 2.43 eV Å⁻¹
Multiplicity ... 5
Orbital gap (alpha / beta) ... 7.470 / 6.834 eV

XYZ file:
```
26
Properties=species:S:1:pos:R:3:forces:R:3
C -2.2565 -1.0944 0.1484 0.033 -0.784 -0.033
C -1.6251 -1.2859 -1.0993 -0.161 -0.162 -0.125
C -1.3925 -0.0075 -1.6566 -0.038 -0.218 -0.489
H -1.3440 -2.2335 -1.5273 -0.048 -0.021 -0.034
C -1.8405 0.9660 -0.7365 -0.551 0.328 0.488
C -2.3867 0.2803 0.3720 -0.156 1.109 -0.092
H -2.7299 0.7379 1.2813 -0.180 0.046 0.003
H -2.4833 -1.8679 0.8587 -0.096 -0.079 -0.003
H -0.9339 0.1911 -2.6092 -0.056 0.007 -0.098
H -1.7507 2.0346 -0.8373 -0.076 0.034 -0.068
Pd 0.0084 -0.1701 0.2343 0.025 -0.896 -0.632
Cl 0.1662 -2.1203 1.7750 0.071 -0.660 0.281
C 2.3572 -0.0492 0.5027 0.434 0.387 0.238
C 1.9830 1.1742 -0.0948 0.222 0.262 0.318
C 1.4955 0.8958 -1.3787 0.000 0.551 -0.202
H 1.9739 2.1311 0.3943 0.109 0.115 -0.010
C 1.5850 -0.5026 -1.5888 0.228 -0.545 -0.268
C 2.1250 -1.0831 -0.4327 -0.079 -0.385 -0.277
H 2.2445 -2.1348 -0.2456 0.079 -0.051 -0.005
H 2.6636 -0.1827 1.5242 0.167 -0.047 0.011
H 1.0767 1.6152 -2.0632 0.091 0.041 -0.064
H 1.2488 -1.0364 -2.4623 0.096 -0.009 -0.066
C -0.0390 0.8018 2.1520 -0.106 1.318 2.038
H 0.8333 0.5135 2.7714 -0.475 0.062 -0.490
H -0.9532 0.5253 2.7138 0.531 0.046 -0.404
H -0.0247 1.9010 2.0046 -0.062 -0.449 -0.018
```
Positions in Å, forces in eV/Å.

So, what does the natural (NBO) scheme give us? The charges, in e, come out as: number 1, C, carries -0.183; number 2, C, carries -0.294; number 3, C, carries -0.226; number 4, H, carries 0.249; number 5, C, carries -0.286; number 6, C, carries -0.237; number 7, H, carries 0.247; number 8, H, carries 0.263; number 9, H, carries 0.234; number 10, H, carries 0.243; number 11, Pd, carries 0.903; number 12, Cl, carries -0.592; number 13, C, carries -0.201; number 14, C, carries -0.281; number 15, C, carries -0.235; number 16, H, carries 0.246; number 17, C, carries -0.265; number 18, C, carries -0.242; number 19, H, carries 0.263; number 20, H, carries 0.256; number 21, H, carries 0.234; number 22, H, carries 0.236; number 23, C, carries -0.892; number 24, H, carries 0.196; number 25, H, carries 0.194; number 26, H, carries 0.171


# 3
Here is C11H13F2N3O2S2SbSe4Zr as an isolated structure at a distorted geometry from OMol25. Energies are from ωB97M-V/def2-TZVPD.

Properties
Charge ... -1
Lowest unoccupied orbital energy ... 1.3 eV
Maximum force ... 1.93 eV Å⁻¹
Orbital gap ... 4.622 eV

XYZ file:
```
39
Properties=species:S:1:pos:R:3:forces:R:3
Zr 0.2573 0.5476 0.3121 -1.264 1.409 -0.373
C 2.7557 0.9584 3.3822 0.094 -0.005 -0.083
C 2.2287 -0.3531 2.9148 -0.094 0.094 0.102
N 1.1008 -0.4864 2.2720 0.038 -0.491 -0.466
C 0.7716 -1.8190 2.0604 -0.354 -0.294 0.095
C 1.6924 -2.7037 2.5112 0.038 0.113 0.079
S 2.9797 -1.8553 3.2599 0.013 -0.023 0.044
C -0.5630 -2.1024 1.4869 0.005 0.007 0.244
C -1.1711 -3.2988 1.2897 0.059 -0.015 -0.057
S -2.7551 -3.0409 0.6965 -0.040 -0.017 0.040
C -2.5263 -1.3363 0.7346 0.015 0.043 -0.102
N -1.3470 -1.0086 1.1776 0.543 -0.339 -0.063
C -3.5259 -0.3665 0.2182 -0.029 -0.021 0.023
H 2.0878 1.7438 3.0313 -0.002 0.001 0.000
H 3.7578 1.1416 2.9985 -0.012 0.012 -0.027
H 2.7865 0.9718 4.4727 -0.003 0.003 0.000
H 1.6618 -3.7792 2.4743 0.011 0.002 -0.004
H -0.7811 -4.2886 1.4573 -0.011 0.004 0.042
H -4.5435 -0.7125 0.3941 0.002 -0.015 -0.020
H -3.3766 -0.2263 -0.8570 0.026 0.030 0.000
H -3.3684 0.5971 0.7009 0.001 -0.001 0.006
Se -4.6020 4.7430 -2.1182 0.028 -0.108 -0.030
Sb -2.7065 3.4828 -2.8839 -0.300 0.198 -0.579
Se -0.9968 2.2076 1.9365 -0.038 0.217 -0.188
Se -1.2475 2.4880 -0.4498 0.160 -0.054 1.401
Se -3.3334 1.4946 -4.1126 -0.012 -0.055 0.080
N 1.6358 0.0682 -4.1018 -0.008 0.017 -0.002
C 0.3170 -0.1432 -3.5352 0.188 -0.105 -0.002
C 0.3496 -0.3793 -2.0574 -0.070 -0.462 0.129
O 1.4173 -0.5075 -1.3745 0.029 0.239 -0.017
O -0.7591 -0.4323 -1.4335 0.377 0.149 -0.008
H 1.5659 0.2346 -5.0961 0.001 -0.021 -0.002
H 2.2416 -0.7262 -3.9450 0.004 0.000 0.007
H -0.2468 -0.9904 -3.9512 -0.049 0.034 -0.014
H -0.3188 0.7325 -3.6939 -0.046 -0.033 -0.003
F 1.8394 2.2878 -1.2564 0.255 0.184 0.129
C 1.7756 2.2312 0.1433 0.475 -0.904 -0.889
F 2.9241 1.3877 0.4675 0.103 0.284 0.152
H 2.0225 3.2381 0.4740 -0.131 -0.075 0.356
```
Positions in Å, forces in eV/Å.

So, what does the natural (NBO) scheme give us? The charges, in e, come out as: number 1, Zr, carries 1.599; number 2, C, carries -0.666; number 3, C, carries 0.139; number 4, N, carries -0.523; number 5, C, carries 0.071; number 6, C, carries -0.412; number 7, S, carries 0.473; number 8, C, carries 0.156; number 9, C, carries -0.448; number 10, S, carries 0.476; number 11, C, carries 0.162; number 12, N, carries -0.530; number 13, C, carries -0.689; number 14, H, carries 0.277; number 15, H, carries 0.250; number 16, H, carries 0.232; number 17, H, carries 0.248; number 18, H, carries 0.243; number 19, H, carries 0.227; number 20, H, carries 0.295; number 21, H, carries 0.282; number 22, Se, carries -0.799; number 23, Sb, carries 0.699; number 24, Se, carries -0.416; number 25, Se, carries -0.275; number 26, Se, carries -0.870; number 27, N, carries -0.817; number 28, C, carries -0.338; number 29, C, carries 0.778; number 30, O, carries -0.723; number 31, O, carries -0.727; number 32, H, carries 0.359; number 33, H, carries 0.353; number 34, H, carries 0.200; number 35, H, carries 0.274; number 36, F, carries -0.363; number 37, C, carries 0.082; number 38, F, carries -0.420; number 39, H, carries 0.144


| no. | E_tot (eV) |
| --- | --- |
| 1 | -28234.7199 |
| 2 | -27614.5326 |
| 3 | -316497.5189 |